No. 1
{"formula": "C38H48ClN8", "method": "ωB97M-V with the def2-TZVPD basis set", "multiplicity": 1, "lumo_ev": -2.4, "charge": 1, "gap_ev": 8.7, "fmax_ev_per_a": 0.651, "total_energy_ha": -2374.7426, "homo_ev": -11.14, "symbols": ["C", "C", "C", "C", "C", "C", "N", "Cl", "C", "C", "N", "H", "H", "H", "H", "H", "H", "H", "H", "H", "H", "H", "H", "H", "H", "H", "H", "H", "H", "N", "C", "C", "C", "C", "C", "H", "H", "H", "H", "H", "N", "C", "C", "C", "C", "C", "H", "H", "H", "H", "H", "N", "C", "C", "C", "C", "C", "H", "H", "H", "H", "H", "N", "C", "C", "C", "C", "C", "H", "H", "H", "H", "H", "N", "C", "C", "C", "C", "C", "H", "H", "H", "H", "H", "N", "C", "C", "C", "C", "C", "H", "H", "H", "H", "H"], "coordinates": [[1.5981, -1.7096, 2.2676], [0.8994, -1.3875, 0.9365], [1.8686, -0.7277, -0.0506], [-0.3435, -0.5006, 1.1595], [-1.6439, -1.2854, 1.1606], [-2.8139, -0.4961, 1.7006], [-4.1317, -1.0873, 1.3512], [-5.1572, -1.0655, 2.7391], [-4.0839, -2.4782, 0.8818], [-3.0836, -2.6634, -0.2737], [-2.0782, -1.5563, -0.2637], [2.0002, -2.7234, 2.2785], [2.4326, -1.0244, 2.4370], [0.9228, -1.6192, 3.1228], [0.5648, -2.3413, 0.5014], [1.6050, -0.9337, -1.0913], [1.8895, 0.3554, 0.0959], [2.8904, -1.0816, 0.1013], [-0.4076, 0.2538, 0.3663], [-0.2739, 0.0363, 2.1083], [-1.5122, -2.2623, 1.6328], [-2.7333, -0.2918, 2.7682], [-2.7780, 0.4792, 1.1996], [-5.0785, -2.7434, 0.5269], [-3.8421, -3.1666, 1.7001], [-3.5462, -2.6886, -1.2602], [-2.5274, -3.5850, -0.1057], [-1.2919, -1.7773, -0.8748], [-2.5088, -0.6789, -0.5934], [5.2893, -1.0541, -1.0396], [4.6441, -1.1981, -2.1941], [5.0796, -0.6744, -3.4002], [6.2656, 0.0473, -3.4060], [6.9452, 0.2203, -2.2112], [6.4166, -0.3475, -1.0613], [3.7261, -1.7757, -2.1462], [4.5038, -0.8218, -4.3037], [6.6489, 0.4890, -4.3163], [7.8614, 0.7928, -2.1697], [6.9215, -0.2286, -0.1093], [5.4727, 2.1010, 1.5754], [5.2056, 0.8671, 2.0003], [5.2284, 0.4939, 3.3365], [5.5500, 1.4515, 4.2860], [5.8330, 2.7379, 3.8570], [5.7807, 3.0107, 2.4970], [4.9588, 0.1417, 1.2308], [5.0076, -0.5268, 3.6202], [5.5844, 1.1997, 5.3380], [6.0934, 3.5191, 4.5580], [5.9988, 4.0080, 2.1313], [-4.5964, -3.9958, 8.0110], [-5.8529, -4.0870, 8.4386], [-6.9207, -3.4459, 7.8249], [-6.6717, -2.6672, 6.7071], [-5.3663, -2.5636, 6.2528], [-4.3706, -3.2444, 6.9376], [-6.0157, -4.7025, 9.3160], [-7.9212, -3.5587, 8.2195], [-7.4789, -2.1517, 6.2027], [-5.1113, -1.9718, 5.3836], [-3.3384, -3.1832, 6.6081], [-2.7082, 1.9240, -0.8173], [-1.6232, 2.6202, -1.1602], [-1.6296, 3.9900, -1.3645], [-2.8229, 4.6766, -1.2046], [-3.9570, 3.9646, -0.8489], [-3.8507, 2.5951, -0.6675], [-0.7026, 2.0583, -1.2795], [-0.7185, 4.5019, -1.6409], [-2.8679, 5.7470, -1.3549], [-4.9102, 4.4562, -0.7143], [-4.7199, 2.0089, -0.3902], [-5.0048, -3.4452, -3.5842], [-6.0386, -2.9101, -2.9378], [-6.9081, -1.9823, -3.4872], [-6.7019, -1.5965, -4.8030], [-5.6366, -2.1487, -5.4966], [-4.8169, -3.0608, -4.8465], [-6.1806, -3.2541, -1.9171], [-7.7243, -1.5822, -2.9018], [-7.3592, -0.8810, -5.2792], [-5.4386, -1.8803, -6.5251], [-3.9769, -3.5089, -5.3647], [7.1178, 3.3697, -4.4505], [6.0573, 3.8401, -3.7974], [5.2204, 4.8240, -4.3024], [5.4986, 5.3506, -5.5539], [6.5997, 4.8705, -6.2441], [7.3743, 3.8834, -5.6515], [5.8726, 3.4082, -2.8189], [4.3746, 5.1679, -3.7227], [4.8716, 6.1219, -5.9822], [6.8602, 5.2512, -7.2221], [8.2436, 3.4888, -6.1656]], "forces_ev_per_a": [[0.0, -0.1, 0.1], [0.1, 0.1, 0.1], [0.2, -0.1, 0.1], [0.0, -0.1, -0.2], [0.0, 0.1, -0.1], [-0.3, 0.6, 0.1], [0.2, -0.2, -0.1], [-0.2, 0.2, -0.1], [0.1, -0.1, 0.1], [-0.1, 0.0, 0.0], [-0.1, -0.1, 0.2], [0.1, 0.1, -0.1], [-0.1, 0.0, 0.0], [0.0, -0.1, 0.0], [0.0, 0.0, 0.0], [-0.1, 0.1, 0.0], [0.0, 0.0, 0.0], [-0.1, -0.1, -0.1], [-0.1, 0.1, 0.1], [0.1, 0.1, -0.1], [-0.1, 0.0, 0.0], [0.1, -0.3, 0.0], [0.0, 0.0, 0.1], [0.0, 0.0, 0.0], [0.1, 0.0, 0.0], [-0.1, 0.0, 0.1], [0.0, 0.0, -0.2], [0.0, 0.0, 0.0], [0.2, 0.1, -0.2], [-0.1, 0.1, 0.0], [-0.1, -0.1, -0.1], [0.1, 0.1, 0.1], [0.0, 0.1, 0.0], [0.0, 0.0, 0.0], [0.1, 0.0, 0.0], [0.0, 0.0, -0.1], [0.0, 0.0, 0.0], [0.0, 0.0, 0.0], [0.0, 0.0, 0.0], [0.0, 0.0, 0.0], [0.0, 0.0, 0.0], [-0.1, 0.0, 0.0], [0.0, 0.0, 0.0], [0.0, 0.0, 0.0], [0.0, 0.0, 0.0], [0.0, 0.0, 0.0], [0.0, 0.0, 0.0], [0.0, 0.0, 0.0], [0.0, 0.0, 0.0], [0.0, 0.0, 0.0], [0.0, 0.0, 0.0], [0.0, 0.0, 0.0], [0.0, 0.0, 0.0], [0.0, 0.0, 0.0], [0.0, 0.0, 0.0], [0.0, 0.0, 0.0], [0.0, 0.0, 0.0], [0.0, 0.0, 0.0], [0.0, 0.0, 0.0], [0.0, 0.0, 0.0], [0.0, 0.0, 0.0], [0.0, 0.0, 0.0], [0.1, -0.4, 0.0], [0.0, 0.1, 0.0], [0.0, 0.0, 0.0], [0.0, 0.0, 0.0], [0.0, 0.0, 0.0], [0.0, 0.0, 0.0], [0.0, 0.0, 0.0], [0.0, 0.0, 0.0], [0.0, 0.0, 0.0], [0.0, 0.0, 0.0], [0.0, 0.0, 0.0], [0.1, 0.1, 0.0], [0.0, 0.0, 0.2], [0.0, 0.0, -0.1], [0.0, 0.0, 0.0], [0.0, 0.0, 0.0], [0.0, 0.0, 0.0], [-0.1, 0.0, 0.0], [0.0, 0.0, 0.0], [0.0, 0.0, 0.0], [0.0, 0.0, 0.0], [0.0, 0.0, 0.0], [0.0, -0.1, 0.0], [0.0, 0.0, 0.0], [0.0, 0.0, 0.0], [0.0, 0.0, 0.0], [0.0, 0.0, 0.0], [0.0, 0.0, 0.0], [0.0, 0.0, 0.0], [0.0, 0.0, 0.0], [0.0, 0.0, 0.0], [0.0, 0.0, 0.0], [0.0, 0.0, 0.0]]}

=====

No. 2
{"formula": "CH4N2Si", "method": "ωB97M-V with the def2-TZVPD basis set", "multiplicity": 3, "lumo_ev": [0.9, -4.8], "charge": 0, "gap_ev": [5.3, 7.1], "s_squared": 2.008, "fmax_ev_per_a": 4.532, "total_energy_ha": -439.2913, "de_lowest_kcal_mol": 2.8, "homo_ev": [-4.39, -11.91], "symbols": ["C", "N", "N", "Si", "H", "H", "H", "H"], "coordinates": [[-2.4190, -0.0895, 0.0388], [-3.4413, 0.4321, 0.0090], [0.1710, 0.9464, -0.1203], [-0.5887, -0.5978, -0.0746], [1.0474, 1.0950, 0.2748], [-0.3646, 1.7736, -0.1177], [-0.2645, -1.4411, 1.0900], [-0.2924, -1.3135, -1.4922]], "forces_ev_per_a": [[2.4, 0.2, -0.2], [-1.2, 0.1, 0.0], [-0.6, 0.3, -0.2], [-2.0, -3.9, -1.2], [2.8, 0.1, 0.7], [-1.4, 2.2, -0.5], [0.1, 0.0, -0.2], [-0.2, 1.0, 1.6]]}

=====

No. 3
{"formula": "C28H47BrMgN2OP2", "method": "ωB97M-V with the def2-TZVPD basis set", "multiplicity": 1, "lumo_ev": [-8.4, -8.4], "charge": 2, "gap_ev": [2.9, 3.0], "fmax_ev_per_a": 3.134, "total_energy_ha": -4736.0556, "de_lowest_kcal_mol": 42.4, "homo_ev": [-11.33, -11.33], "symbols": ["N", "C", "C", "C", "C", "C", "C", "Mg", "P", "C", "C", "C", "C", "C", "C", "C", "Br", "H", "H", "H", "H", "H", "H", "H", "H", "H", "H", "P", "C", "C", "H", "H", "H", "H", "H", "C", "C", "H", "H", "H", "H", "H", "C", "C", "H", "H", "H", "H", "H", "C", "C", "H", "H", "H", "H", "H", "C", "C", "H", "H", "H", "H", "H", "C", "C", "H", "H", "H", "H", "H", "C", "N", "C", "C", "O", "H", "H", "H", "H", "H", "H", "H"], "coordinates": [[-5.7669, 4.3044, -4.9048], [-5.6959, 4.7080, -3.6304], [-5.0565, 3.9621, -2.6351], [-4.3647, 2.7732, -2.9871], [-4.5250, 2.3409, -4.3301], [-5.1999, 3.1438, -5.2480], [-3.4627, 2.0886, -2.0810], [-1.3572, 0.7083, -1.0496], [4.4371, -0.6631, -0.7927], [-2.4825, 1.2545, -2.6797], [-1.2004, 1.8117, -3.2002], [-0.5824, 1.2511, -4.3381], [0.7643, 1.5098, -4.5566], [1.5228, 2.3690, -3.7384], [0.8472, 3.0599, -2.7194], [-0.5286, 2.8407, -2.4970], [3.3828, 2.3483, -3.8338], [-3.6134, 2.2119, -1.0009], [-2.8328, 0.3329, -3.1911], [-5.0686, 4.3231, -1.6084], [-4.1110, 1.3933, -4.6767], [-6.1790, 5.6653, -3.3910], [-5.2852, 2.8379, -6.2899], [-1.1715, 0.6171, -5.0133], [-1.1030, 3.4661, -1.8130], [1.2569, 0.9813, -5.3808], [1.3935, 3.7582, -2.0779], [-1.1170, -1.6776, -1.4469], [4.1774, 1.0834, -0.3921], [5.3988, 1.9361, -0.7588], [4.0135, 1.1042, 0.6961], [3.2711, 1.3947, -0.9291], [5.1985, 2.9879, -0.5356], [6.2809, 1.6334, -0.1829], [5.6495, 1.8610, -1.8220], [3.6176, -1.1391, -2.3366], [4.5210, -2.0484, -3.1762], [3.3925, -0.2140, -2.8836], [2.7026, -1.6643, -2.0372], [4.1430, -2.1223, -4.2009], [5.5427, -1.6568, -3.2309], [4.5552, -3.0525, -2.7396], [3.6694, -1.6359, 0.5450], [4.6667, -1.9864, 1.6568], [3.2639, -2.5473, 0.0737], [2.8515, -0.9970, 0.9118], [4.2079, -2.7142, 2.3321], [5.5835, -2.4254, 1.2458], [4.9365, -1.1078, 2.2541], [-0.8876, -2.8272, -0.0203], [-1.5462, -4.1884, -0.1943], [-1.2451, -2.3108, 0.8834], [0.2033, -2.9317, 0.0871], [-2.6298, -4.1567, -0.0569], [-1.3533, -4.6371, -1.1719], [-1.1448, -4.8675, 0.5596], [0.0342, -2.4413, -2.6358], [-0.2749, -2.2449, -4.1098], [0.0815, -3.5100, -2.3878], [1.0174, -2.0111, -2.4118], [-1.2570, -2.6553, -4.3742], [-0.2372, -1.1827, -4.3842], [0.4844, -2.7759, -4.6997], [-2.7570, -2.1197, -2.1035], [-3.9393, -1.7556, -1.2061], [-2.7295, -3.2008, -2.2815], [-2.8632, -1.6355, -3.0821], [-4.8344, -1.5884, -1.8239], [-4.1716, -2.5711, -0.5063], [-3.7701, -0.8396, -0.6211], [-2.1244, 2.1570, 3.2751], [-2.3699, 0.8011, 2.7777], [-2.3466, -0.3194, 3.6999], [-2.2649, 0.5431, 1.4840], [-1.8236, 1.4155, 0.6693], [-2.5375, 2.1879, 4.2945], [-2.6350, 2.8708, 2.6154], [-1.0457, 2.3979, 3.3053], [-3.0720, -1.0610, 3.3399], [-1.3542, -0.8020, 3.7205], [-2.5833, 0.0691, 4.6960], [-2.5573, -0.4806, 1.1583]], "forces_ev_per_a": [[0.2, 0.2, 0.4], [0.0, -0.2, -0.1], [0.0, 0.0, 0.3], [-1.1, -0.7, 0.2], [0.3, 0.2, -0.5], [0.1, -0.3, 0.6], [-1.9, 1.0, -1.8], [1.2, 0.4, 0.2], [3.0, -0.9, 0.2], [0.4, -1.1, -0.3], [-0.2, 0.0, 0.3], [0.0, 0.1, 0.6], [0.4, -0.1, -0.6], [-1.5, -0.7, 0.7], [0.0, 0.2, -0.2], [0.7, -0.5, -0.2], [0.2, 0.4, -0.3], [0.7, 1.1, -0.2], [-0.3, 1.4, -0.8], [0.1, 0.0, -0.2], [0.0, 0.4, 0.2], [0.2, -0.5, -0.1], [-0.1, 0.1, 0.2], [0.4, 0.2, 0.4], [0.3, -0.1, 0.2], [-0.1, 0.3, 0.3], [-0.2, -0.1, -0.3], [0.2, -1.4, 0.1], [-0.5, 0.0, 0.0], [-0.2, 0.2, 0.1], [-0.1, 0.2, -0.3], [0.0, 0.5, 0.3], [0.1, 0.0, -0.1], [-0.2, 0.0, -0.2], [0.0, -0.1, 0.2], [-0.4, 0.3, 0.0], [-0.1, 0.0, -0.1], [-0.2, -0.3, 0.1], [0.0, 0.2, -0.4], [0.0, -0.1, 0.1], [-0.2, -0.1, 0.1], [0.1, 0.1, -0.1], [-0.4, 0.3, -0.2], [-0.3, -0.1, 0.1], [0.0, 0.2, 0.3], [-0.2, -0.5, 0.3], [0.1, 0.1, 0.0], [-0.2, 0.2, 0.1], [0.0, -0.1, -0.2], [0.0, 0.6, 0.1], [0.0, -0.3, 0.2], [0.1, -0.3, -0.1], [-0.2, 0.1, 0.0], [0.1, 0.1, 0.0], [0.1, 0.0, 0.1], [-0.1, 0.0, -0.1], [0.4, 0.1, 0.0], [0.0, 0.0, -0.3], [0.0, 0.2, 0.0], [-0.2, -0.2, 0.0], [0.2, 0.1, -0.1], [0.0, -0.4, 0.0], [-0.3, 0.2, 0.1], [-0.2, -0.1, -0.2], [-0.4, -0.2, 0.0], [-0.1, 0.2, -0.1], [0.1, -0.2, 0.1], [0.2, -0.1, 0.3], [0.1, 0.4, -0.1], [-0.1, -0.1, -0.1], [0.1, 0.2, 0.2], [0.5, -0.1, -1.5], [-0.1, -0.6, 0.3], [0.3, 0.6, 1.2], [-0.6, -0.6, 0.1], [0.2, 0.2, -0.5], [0.2, -0.2, 0.3], [-0.5, -0.2, 0.0], [0.1, 0.1, 0.5], [-0.3, 0.4, 0.1], [-0.1, -0.5, -0.3], [0.2, 0.5, 0.3]]}

=====

No. 4
{"formula": "C2H3N2O2", "method": "ωB97M-V with the def2-TZVPD basis set", "multiplicity": 1, "lumo_ev": [4.3, 4.4], "charge": -1, "gap_ev": [6.0, 6.4], "fmax_ev_per_a": 3.908, "total_energy_ha": -337.7932, "de_lowest_kcal_mol": 135.7, "homo_ev": [-1.63, -2.05], "symbols": ["C", "C", "N", "N", "O", "O", "H", "H", "H"], "coordinates": [[-0.9325, 0.6075, -0.2346], [-0.4186, -1.6445, -0.8093], [0.0256, 0.6746, 0.6387], [0.9654, 1.6848, 0.5141], [1.7037, 1.7113, 1.5000], [-1.0140, -2.6018, -0.4258], [-0.8761, 1.3010, -1.0954], [0.4135, -1.7683, -1.4986], [0.1331, 0.0352, 1.4108]], "forces_ev_per_a": [[-2.7, -2.7, -1.0], [-1.3, 1.8, 0.4], [1.6, 2.6, -1.1], [-0.8, -1.3, -0.3], [1.5, 0.5, 1.6], [-0.2, -0.5, 0.3], [0.7, -0.2, 0.5], [1.2, -0.2, -0.8], [0.1, 0.0, 0.4]]}